Version 1
ORCA calculation (ωB97M-V with the def2-TZVPD basis set) on an isolated molecule of CH2O3S2.

Atoms and positions in Å:
C: 0.615 0.971 0.722
O: -0.728 -0.690 -1.316
O: -1.642 -1.501 0.682
O: 0.799 -0.345 0.459
S: 1.282 2.165 -0.115
S: -0.408 -1.504 -0.038
H: 0.095 1.305 1.629
H: -0.013 -0.401 -2.022

Results
HOMO energy ... -9.279 eV
Kohn-Sham gap ... 8.90 eV
Spin multiplicity ... 1

Here are the Mulliken charges for atoms 1 to 2, given in e: -0.0003 -0.4678

Version 2
ORCA calculation (ωB97M-V with the def2-TZVPD basis set) on an isolated molecule of CH2O3S2.

Atoms and positions in Å:
C: 1.079 1.190 -0.055
O: -0.257 -1.680 0.370
O: -2.375 -0.541 -0.290
O: -0.158 0.876 -0.482
S: 1.840 0.466 1.189
S: -1.240 -0.316 0.474
H: 1.643 1.977 -0.643
H: -0.532 -1.971 -0.564

Results
HOMO energy ... -8.963 eV
Kohn-Sham gap ... 9.00 eV
Spin multiplicity ... 1

Here are the Mulliken charges for atoms 1 to 2, given in e: 0.0721 -0.4111

Referenced to the most stable arrangement, the calculated values in kcal/mol are version 1 2.7; version 2 0.0.

Version 1
ORCA calculation (ωB97M-V with the def2-TZVPD basis set) on a cluster of 3 separate species, C9H12N3O in total.

Atoms and positions in Å:
C: 3.078 -2.109 -0.105
C: 2.906 -0.741 -0.199
C: 2.006 -2.962 0.088
C: 1.614 -0.184 -0.105
C: 0.698 -2.456 0.183
C: 0.697 -1.122 0.074
C: -4.151 0.658 0.267
C: -5.353 0.060 0.178
C: -3.165 -0.373 -0.001
N: -3.895 -1.483 -0.258
N: -1.867 -0.335 0.009
N: 1.740 2.713 -0.140
O: -5.248 -1.241 -0.127
H: 4.073 -2.525 -0.187
H: 3.738 -0.071 -0.346
H: 2.143 -4.030 0.168
H: 1.492 0.912 -0.164
H: -0.155 -3.093 0.323
H: -3.939 1.681 0.501
H: -6.350 0.435 0.314
H: -3.618 -2.437 -0.412
H: -1.513 0.587 0.229
H: 2.333 2.991 -0.915
H: 2.223 2.956 0.719
H: 0.891 3.270 -0.188

Results
HOMO energy (spin up / spin down) ... -11.886 / -11.885 eV
Kohn-Sham gap (spin up / spin down) ... 6.49 / 6.49 eV
Net charge ... +1
Spin multiplicity ... 1

Here are the Mulliken charges for atoms 1 to 2, given in e: -0.5352 -0.3286

Version 2
ORCA calculation (ωB97M-V with the def2-TZVPD basis set) on the ion C9H12N3O with charge +1.

Atoms and positions in Å:
C: 1.892 -2.473 -2.856
O: 1.264 -1.433 -2.168
C: 0.929 -1.479 -0.905
N: 0.307 -0.658 -0.130
C: -0.225 0.506 -0.329
C: -0.161 1.314 -1.464
C: -0.882 2.478 -1.537
C: -1.514 2.978 -0.449
C: -1.368 2.340 0.784
C: -0.783 1.079 0.863
N: -0.666 0.421 2.130
C: -0.371 -0.808 2.483
N: -0.380 -1.219 3.751
H: 2.022 -2.236 -3.963
H: 1.522 -3.393 -2.629
H: 2.929 -2.581 -2.620
H: 1.268 -2.223 -0.276
H: 0.293 0.825 -2.360
H: -0.962 2.958 -2.541
H: -2.215 3.804 -0.598
H: -1.669 2.974 1.702
H: -0.847 1.050 2.948
H: -0.145 -1.369 1.650
H: 0.019 -2.233 3.970
H: -0.255 -0.622 4.542

Results
HOMO energy ... -11.636 eV
Kohn-Sham gap ... 8.28 eV
Net charge ... +1
Spin multiplicity ... 1

Here are the Mulliken charges for atoms 1 to 2, given in e: -0.7996 -0.3041

Referenced to the most stable arrangement, the calculated values in kcal/mol are version 1 73.5; version 2 0.0.

Version 1
ORCA calculation (ωB97M-V with the def2-TZVPD basis set) on an isolated molecule of C7H17N.

Atoms and positions in Å:
C: -1.479 -3.541 -1.662
C: -0.996 -2.473 -0.659
C: -0.474 -1.212 -1.560
C: 0.670 -0.287 -1.041
C: 0.289 0.868 -0.069
N: 1.223 1.186 1.021
C: 0.525 1.935 2.145
C: 0.378 3.457 1.966
H: -0.570 -3.569 -2.434
H: -2.447 -3.402 -2.280
H: -1.706 -4.459 -1.147
H: -0.036 -2.858 -0.137
H: -1.777 -2.010 -0.091
H: -1.181 -0.607 -2.106
H: 0.157 -1.666 -2.337
H: 1.134 0.151 -2.028
H: 1.431 -0.829 -0.491
H: 0.031 1.816 -0.648
H: -0.614 0.514 0.430
H: 2.110 1.651 0.668
H: -0.604 1.458 2.113
H: 1.174 1.750 3.119
H: -0.091 3.498 0.845
H: -0.352 3.857 2.594
H: 1.307 3.920 2.055

Results
HOMO energy ... -8.533 eV
Kohn-Sham gap ... 9.71 eV
Spin multiplicity ... 1

Here are the Mulliken charges for atoms 1 to 2, given in e: -1.0171 -0.1695

Version 2
ORCA calculation (ωB97M-V with the def2-TZVPD basis set) on an isolated molecule of C7H17N.

Atoms and positions in Å:
C: 2.576 -1.747 1.661
C: 2.017 -0.495 0.953
N: 0.720 -0.746 0.347
C: -0.130 0.438 0.165
C: 0.455 1.507 -0.755
C: -1.531 -0.036 -0.266
C: -2.608 0.997 0.089
C: -1.618 -0.409 -1.749
H: 3.663 -1.800 1.560
H: 2.355 -1.698 2.729
H: 2.100 -2.654 1.273
H: 1.934 0.308 1.683
H: 2.759 -0.160 0.230
H: 0.851 -1.225 -0.538
H: -0.248 0.865 1.158
H: -0.046 2.457 -0.557
H: 1.495 1.698 -0.490
H: 0.410 1.272 -1.816
H: -1.700 -0.948 0.308
H: -2.253 1.992 -0.183
H: -3.513 0.815 -0.487
H: -2.835 1.035 1.147
H: -1.704 0.484 -2.376
H: -0.698 -0.895 -2.089
H: -2.451 -1.054 -1.997

Results
HOMO energy ... -8.629 eV
Kohn-Sham gap ... 9.72 eV
Spin multiplicity ... 1

Here are the Mulliken charges for atoms 1 to 2, given in e: -1.0811 -0.5247

Version 3
ORCA calculation (ωB97M-V with the def2-TZVPD basis set) on an isolated molecule of C7H17N.

Atoms and positions in Å:
C: -2.642 -0.367 1.013
C: -1.035 0.011 1.126
C: -0.343 -0.008 -0.221
C: -0.863 1.092 -1.155
N: -0.414 -1.276 -0.893
C: 1.291 0.303 0.261
C: 1.975 -0.935 0.851
C: 2.135 0.831 -0.903
H: -2.761 -1.433 0.802
H: -3.107 -0.145 1.978
H: -3.164 0.212 0.249
H: -1.006 1.011 1.566
H: -0.630 -0.712 1.835
H: -0.275 1.143 -2.077
H: -0.816 2.071 -0.672
H: -1.898 0.913 -1.458
H: -1.344 -1.680 -0.942
H: 0.024 -1.264 -1.809
H: 1.293 1.083 1.033
H: 2.046 -1.739 0.109
H: 2.999 -0.709 1.174
H: 1.447 -1.328 1.724
H: 3.188 0.942 -0.613
H: 1.802 1.826 -1.215
H: 2.098 0.159 -1.766

Results
HOMO energy ... -8.873 eV
Kohn-Sham gap ... 9.87 eV
Spin multiplicity ... 1

Here are the Mulliken charges for atoms 1 to 2, given in e: -1.2691 -0.8839

Referenced to the most stable arrangement, the calculated values in kcal/mol are version 1 56.0; version 2 0.0; version 3 3.0.